[1]
A cluster of 2 separate species, C12H25N3O3 in total. Source: OMol25; level of theory: ωB97M-V/def2-TZVPD.

Last column: Löwdin charge in e.
Positions of all 43 atoms, in Å:
C -1.127 0.234 -0.303  -0.40
C -0.071 0.436 0.761  -0.48
C -2.421 -0.246 0.508  -0.19
C -3.635 -0.271 -0.423  -0.28
C -4.767 -0.944 0.425  -0.19
C -6.164 -0.439 -0.246  -0.29
C 2.553 0.492 0.780  -0.13
C 3.186 1.531 0.017  -0.46
C 3.413 -0.905 0.564  -0.28
C 3.206 -1.901 1.803  -0.12
C 3.155 -1.814 -0.782  -0.24
C 3.961 -1.004 -1.823  -0.14
H -1.679 -1.787 -1.387  0.24
H -0.905 -0.031 -2.486  0.18
H -1.426 1.174 -1.016  0.18
H -2.536 0.756 1.134  0.15
H -1.920 -1.157 1.163  0.18
H -3.866 0.674 -0.767  0.08
H -3.377 -0.854 -1.309  0.07
H -4.606 -0.359 1.361  0.09
H -4.653 -2.135 0.581  0.16
H -6.417 -0.961 -1.356  0.15
H -6.966 -1.018 0.242  0.06
H -6.359 1.389 0.789  0.09
H -6.378 1.704 -1.030  0.11
H 0.944 -0.353 -0.667  0.12
H 2.533 0.793 1.790  0.15
H 4.596 -0.633 0.542  0.16
H 1.987 -2.082 1.877  0.12
H 3.612 -1.587 2.919  0.11
H 3.834 -2.792 1.463  0.06
H 2.094 -2.129 -1.020  0.10
H 3.508 -2.959 -0.700  0.14
H 3.672 -1.728 -2.669  0.08
H 3.623 -0.014 -2.135  0.05
H 5.143 -0.916 -1.730  0.12
H 2.625 3.053 -1.366  0.26
N -0.798 -0.685 -1.424  -0.08
N -6.766 1.024 -0.187  -0.09
N 1.150 0.201 0.244  0.11
O -0.414 0.991 1.836  0.01
O 4.311 1.969 0.227  0.10
O 2.364 1.936 -1.108  -0.05

The value obtained for the HOMO energy is -9.099 eV. The calculation puts the LUMO energy at 0.117 eV. As for the energy above the lowest of the compared OMol25 structures with the same formula, charge and spin: 10.452 eV. Its frontier orbital gap is 9.22 eV.


[2]
A structure of composition ArH22O11. Source: OMol25; level of theory: ωB97M-V/def2-TZVPD.

Last column: Löwdin charge in e.
Positions of all 34 atoms, in Å:
Ar -10.249 17.784 -12.724  0.20
O -10.904 19.248 -15.793  -0.06
H -11.413 18.438 -15.825  -0.02
H -11.124 19.702 -16.607  0.07
O -9.739 21.905 -13.145  -0.07
H -9.215 22.694 -13.006  0.02
H -9.248 21.402 -13.795  -0.03
O -11.554 14.594 -10.979  -0.07
H -11.171 13.727 -10.845  0.02
H -11.242 14.863 -11.843  -0.03
O -8.380 14.839 -14.693  -0.05
H -7.730 15.265 -14.133  0.01
H -7.981 14.001 -14.929  0.08
O -8.440 20.325 -15.094  -0.05
H -9.311 19.981 -15.293  -0.02
H -8.216 20.866 -15.852  0.05
O -12.322 16.928 -15.640  -0.03
H -13.169 17.034 -15.208  0.08
H -12.501 16.345 -16.378  0.08
O -10.996 14.914 -13.871  -0.09
H -10.113 14.645 -14.122  -0.01
H -11.186 15.668 -14.430  -0.03
O -11.978 19.522 -10.270  -0.05
H -12.138 20.466 -10.273  0.06
H -12.575 19.176 -10.933  0.05
O -6.696 16.457 -13.219  -0.04
H -6.619 16.926 -12.388  0.06
H -6.349 17.066 -13.871  0.06
O -9.253 16.858 -16.275  -0.05
H -9.686 17.623 -15.897  -0.03
H -8.767 16.473 -15.547  -0.02
O -10.047 18.276 -8.857  -0.08
H -10.429 17.442 -8.584  0.02
H -10.772 18.750 -9.264  -0.04

The value obtained for the HOMO energy is -10.185 eV. The calculation puts the LUMO energy at 0.084 eV. As for the energy above the lowest of the compared OMol25 structures with the same formula, charge and spin: 0.570 eV. Its frontier orbital gap is 10.27 eV.


[3]
A cluster of 2 separate species, C4H10N2O in total. Source: OMol25; level of theory: ωB97M-V/def2-TZVPD.

Last column: Löwdin charge in e.
Positions of all 17 atoms, in Å:
C -1.711 0.221 1.089  -0.19
C 0.413 -0.459 -1.164  -0.19
C 1.509 0.977 0.472  -0.11
N 0.256 0.544 -0.125  -0.19
N -2.456 1.037 0.438  -0.01
C 0.653 -1.828 -0.576  -0.27
O 0.858 -2.819 -1.218  0.06
H -0.339 1.344 -0.455  0.12
H -3.081 0.589 -0.231  0.03
H -1.709 -0.867 0.975  0.07
H -1.208 0.607 1.972  0.07
H 1.235 -0.238 -1.865  0.13
H -0.510 -0.502 -1.752  0.13
H 0.587 -1.865 0.530  0.12
H 2.211 1.383 -0.269  0.08
H 1.300 1.744 1.215  0.08
H 1.992 0.132 0.962  0.08

The value obtained for the HOMO energy is -9.080 eV. The calculation puts the LUMO energy at 0.811 eV. As for the energy above the lowest of the compared OMol25 structures with the same formula, charge and spin: 3.179 eV. Its frontier orbital gap is 9.89 eV.


[4]
The ion C4H10N3 with charge +1. Source: OMol25; level of theory: ωB97M-V/def2-TZVPD.

Last column: Löwdin charge in e.
Positions of all 17 atoms, in Å:
C 0.189 -0.996 -0.663  -0.26
C 0.327 0.412 1.372  -0.07
C -0.619 0.315 0.157  -0.23
C -0.895 1.578 -0.599  -0.07
N 0.993 -1.632 0.150  0.08
N 0.021 -1.240 -1.972  0.19
N 0.953 -0.935 1.373  -0.02
H 1.040 1.215 1.066  0.15
H -0.153 0.574 2.303  0.13
H -1.584 -0.229 0.346  0.16
H -1.326 1.265 -1.559  0.08
H 0.024 2.121 -0.952  0.11
H -1.507 2.207 0.097  0.12
H -0.430 -0.401 -2.360  0.11
H 0.618 -1.730 -2.564  0.11
H 1.936 -0.930 1.841  0.23
H 0.415 -1.592 1.963  0.19

The value obtained for the HOMO energy is -14.211 eV. The calculation puts the LUMO energy at -3.199 eV. The charge is +1. As for the energy above the lowest of the compared OMol25 structures with the same formula, charge and spin: 2.134 eV. Its frontier orbital gap is 11.01 eV.


[5]
A cluster of 7 separate species, C24H46FN2O9S3 in total. Source: OMol25; level of theory: ωB97M-V/def2-TZVPD.

Last column: Löwdin charge in e.
Positions of all 85 atoms, in Å:
C -0.856 3.220 2.051  0.00
C 0.279 2.979 3.024  -0.36
O 0.326 3.437 4.151  0.17
N 1.368 2.072 2.490  0.09
H 0.932 1.464 1.864  0.03
H 2.034 2.703 2.063  0.16
C 2.150 1.282 3.440  0.05
H -1.971 2.862 2.216  0.14
H -0.669 3.015 0.871  0.10
H -0.948 4.342 2.280  0.12
H 2.784 1.791 3.873  0.02
H 2.718 0.524 3.049  0.09
H 1.418 1.129 4.205  0.12
C 4.531 1.011 -0.511  0.03
C 3.704 1.779 -1.453  -0.41
O 4.040 1.959 -2.589  0.15
N 2.424 2.485 -1.025  -0.01
H 2.077 1.795 -0.488  -0.02
H 2.697 3.103 -0.088  0.25
C 1.792 3.227 -2.077  -0.02
H 3.812 0.887 0.356  0.08
H 5.385 1.610 -0.184  0.11
H 4.637 -0.050 -0.932  0.13
H 0.884 3.480 -1.493  0.10
H 1.450 2.341 -2.774  0.14
H 2.481 4.108 -2.552  0.18
O 0.810 0.891 0.259  -0.40
H 0.390 0.180 -0.313  -0.03
F -6.217 1.308 -2.630  0.07
C -5.140 1.869 -2.053  -0.30
C -3.953 1.281 -2.085  -0.06
C -2.842 1.901 -1.528  -0.09
C -2.938 3.183 -0.970  -0.12
C -4.172 3.850 -1.000  -0.05
C -5.318 3.202 -1.530  0.04
H -3.758 0.210 -2.761  0.18
H -1.744 1.337 -1.542  0.14
H -2.049 3.526 -0.692  0.02
H -4.232 4.916 -0.859  0.10
H -6.267 3.546 -1.493  0.08
C 3.724 -3.875 0.856  -0.19
C 3.287 -2.390 0.665  -0.28
C 2.003 -2.264 1.193  -0.32
S 1.865 -3.200 2.661  0.59
O 0.745 -4.082 2.806  -0.29
O 2.279 -2.383 3.732  -0.30
C 3.197 -4.238 2.290  -0.25
H 4.790 -4.040 0.681  0.12
H 3.050 -4.419 0.218  0.11
H 3.728 -2.289 -0.356  0.13
H 3.860 -1.749 1.451  0.14
H 1.364 -2.635 0.532  0.07
H 1.772 -1.125 1.496  0.14
H 2.889 -5.394 2.536  0.16
H 4.051 -3.858 3.117  0.17
C 0.471 -0.379 -4.406  -0.13
C -0.834 -0.480 -5.194  -0.25
C -1.392 -1.643 -4.783  -0.30
S -1.097 -2.002 -3.124  0.55
O -0.749 -3.329 -3.036  -0.23
O -2.079 -1.526 -2.279  -0.27
C 0.243 -0.959 -2.955  -0.20
H 0.994 0.462 -4.541  0.06
H 1.208 -1.132 -4.767  0.14
H -0.772 -0.547 -6.338  0.17
H -1.347 0.416 -5.038  0.11
H -0.910 -2.352 -5.249  0.08
H -2.462 -1.540 -4.914  0.15
H 0.990 -1.617 -2.657  0.08
H 0.001 -0.258 -2.238  0.04
C -3.030 -1.481 1.389  -0.21
C -2.541 -2.857 1.945  -0.26
C -2.414 -2.689 3.264  -0.30
S -1.831 -1.042 3.489  0.67
O -0.383 -1.040 3.599  -0.33
O -2.641 -0.553 4.581  -0.33
C -2.437 -0.222 2.017  -0.22
H -4.090 -1.347 1.689  0.12
H -3.111 -1.536 0.316  0.09
H -1.692 -2.944 1.363  0.11
H -3.220 -3.619 1.882  0.12
H -1.589 -3.497 3.620  0.18
H -3.151 -2.828 3.965  0.09
H -1.470 0.134 1.506  0.09
H -3.318 0.586 2.445  0.18

The value obtained for the HOMO energy is -11.457 eV. The calculation puts the LUMO energy at -4.053 eV. The charge is +1. As for the energy above the lowest of the compared OMol25 structures with the same formula, charge and spin: 1.474 eV. Its frontier orbital gap is 7.40 eV.


[6]
A structure of composition C3H3N2O4S3. Source: OMol25; level of theory: ωB97M-V/def2-TZVPD.

Last column: Löwdin charge in e.
Positions of all 15 atoms, in Å:
C 2.558 -0.948 0.317  -0.03
C 1.453 -0.234 0.546  -0.23
S 0.790 0.927 -0.624  0.46
O 1.470 0.657 -1.867  -0.34
O 0.948 2.266 -0.108  -0.34
N -0.720 0.444 -0.796  -0.33
S -1.768 0.987 0.259  0.49
O -1.290 1.082 1.608  -0.32
O -2.566 2.073 -0.219  -0.31
N -2.906 -0.351 0.291  -0.04
C -2.626 -1.366 -0.283  -0.89
S -2.296 -2.669 -1.078  0.69
H 2.615 -1.977 0.662  0.05
H 3.438 -0.562 -0.182  0.06
H 0.898 -0.329 1.474  0.08

The value obtained for the HOMO energy is -6.141 eV. The calculation puts the LUMO energy at 2.922 eV. The charge is -1. Its frontier orbital gap is 9.06 eV.


[7]
A cluster of 4 separate species, C4H17N2O3 in total. Source: OMol25; level of theory: ωB97M-V/def2-TZVPD.

Last column: Löwdin charge in e.
Positions of all 26 atoms, in Å:
C 0.707 2.384 0.583  -0.13
C 1.070 1.187 1.443  -0.29
C -0.150 0.686 2.110  -0.24
N -1.035 0.246 1.013  -0.07
C -1.693 -0.947 1.073  -0.33
N -1.743 -1.545 -0.176  -0.04
H 0.868 3.408 1.102  0.10
H 1.517 2.570 -0.138  0.06
H -0.271 2.379 0.157  0.05
H 1.826 0.526 1.025  0.11
H 1.833 1.460 2.228  0.12
H 0.056 -0.143 2.793  0.11
H -0.563 1.506 2.774  0.13
H -0.575 0.476 0.090  0.11
H -2.258 -1.303 1.914  0.09
H -2.534 -2.192 -0.493  0.10
H -1.123 -1.035 -1.030  0.13
H 0.284 -2.229 -2.249  0.01
H 0.014 -0.782 -2.930  -0.01
O 0.286 -1.319 -2.201  -0.03
H 0.183 -2.918 0.281  0.04
H 1.597 -3.421 0.840  0.03
O 0.961 -2.678 0.883  -0.11
H -0.284 1.778 -3.658  0.04
H 1.000 1.023 -3.833  0.11
O 0.027 0.884 -3.601  -0.06

The value obtained for the HOMO energy (alpha / beta) is -4.160 / -8.241 eV. The calculation puts the LUMO energy (alpha / beta) at 0.344 / 0.332 eV. As for the energy above the lowest of the compared OMol25 structures with the same formula, charge and spin: 0.978 eV. Its frontier orbital gap (alpha / beta) is 4.50 / 8.57 eV. The expectation value of S² is 0.753. The spin multiplicity is 2.


Computed values of E (unit: a.u.) for the preceding records, in sequence: -861.89323; -1368.35200; -343.08464; -322.38214; -3022.40522; -1721.15256; -497.68730.
Computed values of F_max (unit: eV/A) for the preceding records, in sequence: 5.6; 1.0; 1.7; 4.0; 9.6; 1.6; 4.4.